Formula: C7H11BrN2O3
Source: OMol25
Level of theory: the ωB97M-V functional and the def2-TZVPD basis

Structure (XYZ):
```
24
Properties=species:S:1:pos:R:3:forces:R:3:mulliken_charge:R:1
C -0.717 -0.916 0.244 0.53 3.88 -0.14 0.03
C -0.209 1.017 -1.418 -1.42 0.36 -0.09 0.13
C -1.729 -2.853 -0.306 -0.88 -1.82 1.56 -0.45
C -1.886 -1.382 -0.547 1.54 -0.55 -1.99 0.26
C 2.508 0.544 0.045 -0.29 -1.58 2.26 -1.04
C 1.483 1.583 0.505 0.85 -0.62 1.68 -0.66
C 0.104 1.385 -0.023 -2.24 -0.62 2.28 1.05
N -0.081 -1.746 0.906 0.83 -0.74 -0.15 -0.38
N -0.913 2.025 0.713 -1.13 -0.64 -1.88 -0.60
O -1.421 1.515 -1.879 -0.54 0.32 0.40 -0.50
O 0.438 0.288 -2.110 0.01 0.54 -0.33 -0.54
O -0.524 -3.044 0.563 -1.53 -0.08 -0.64 -0.31
Br -3.582 -0.695 -0.023 -0.59 0.59 0.40 -0.15
H -2.639 -3.135 0.325 1.32 -0.39 -1.00 0.23
H -1.613 -3.469 -1.229 -0.10 0.46 0.89 0.25
H -1.806 -1.176 -1.635 0.04 0.27 0.80 0.33
H 3.511 0.814 0.502 -1.17 -0.55 -0.57 0.37
H 2.573 0.467 -1.021 0.10 0.01 -0.44 0.30
H 2.089 -0.452 0.478 1.28 1.40 -0.95 0.19
H 1.371 1.516 1.647 0.29 0.07 -1.50 0.27
H 1.995 2.542 0.337 -1.11 0.30 -0.36 0.37
H -0.765 2.193 1.710 -0.11 -0.32 -0.69 0.30
H -1.904 1.689 0.418 2.46 0.76 1.53 0.11
H -2.018 2.068 -1.278 1.87 -1.04 -1.06 0.42
```
Positions in Å, forces in eV/Å.

Summary:
DFT total energy, eV: -86597.3646
Energy above the lowest of the compared OMol25 structures with the same formula, charge and spin, kJ/mol: 274.0
Orbital gap (alpha / beta), eV: 7.4 / 7.6
HOMO level (alpha / beta), eV: -8.3 / -8.4

***

Formula: C7H11Cl
Source: OMol25
Level of theory: the ωB97M-V functional and the def2-TZVPD basis

Structure (XYZ):
```
19
Properties=species:S:1:pos:R:3:forces:R:3:mulliken_charge:R:1
C 0.267 0.970 -0.053 0.30 1.85 0.82 0.19
C 0.588 2.172 -0.508 1.37 0.17 0.01 -0.76
C -0.845 0.156 -0.415 0.00 -0.56 -0.31 0.67
C 0.985 0.303 1.052 0.41 -0.24 -1.04 0.15
C -1.938 -0.161 0.530 -2.89 3.64 -2.10 -1.42
C -0.655 -0.845 -1.482 -0.35 -0.85 -0.08 -1.12
C 1.925 -0.837 0.757 -0.46 0.34 -1.04 -1.05
Cl 0.148 0.170 2.520 0.12 0.01 1.21 -0.17
H 1.422 2.732 -0.099 0.14 -0.29 0.33 0.30
H 0.236 2.643 -1.394 -1.03 0.05 -0.56 0.31
H -1.662 -0.983 1.089 -0.27 -2.47 1.02 0.40
H -2.871 -0.175 -0.199 1.46 -0.95 1.80 0.37
H -2.215 0.639 1.269 0.59 -0.52 -0.83 0.30
H 0.162 -0.594 -2.133 -0.06 0.60 -0.83 0.37
H -1.639 -1.043 -2.006 1.35 -0.14 0.42 0.34
H -0.206 -1.756 -1.026 -0.86 -0.21 -0.09 0.22
H 1.310 -1.742 0.869 0.32 -0.29 -0.32 0.27
H 2.666 -0.893 1.564 0.26 0.03 -0.58 0.37
H 2.322 -0.757 -0.335 -0.38 -0.18 2.18 0.24
```
Positions in Å, forces in eV/Å.

Summary:
DFT total energy, eV: -19955.5414
Energy above the lowest of the compared OMol25 structures with the same formula, charge and spin, kJ/mol: 375.2
Orbital gap (alpha / beta), eV: 7.9 / 8.3
HOMO level (alpha / beta), eV: -7.4 / -7.6

***

Formula: C7H11ClOS
Source: OMol25
Level of theory: the ωB97M-V functional and the def2-TZVPD basis

Structure (XYZ):
```
21
Properties=species:S:1:pos:R:3:forces:R:3:mulliken_charge:R:1
C 2.183 0.663 1.119 -0.74 -1.61 -0.37 -0.94
C 2.875 0.034 -0.133 -2.14 0.48 -0.25 0.51
Cl 1.817 0.414 -1.613 1.08 -0.19 0.76 -0.26
C 4.340 -0.182 -0.288 1.54 0.00 -1.56 -0.60
C 3.457 -1.341 -0.140 -1.68 -2.10 -1.00 -0.53
H 1.946 1.755 0.962 0.09 -1.37 0.15 0.33
H 2.979 0.568 1.867 -0.51 0.16 0.46 0.28
H 1.202 -0.014 1.444 2.59 2.03 -0.90 0.19
H 4.729 -0.283 -1.320 0.15 1.28 0.81 0.28
H 5.048 -0.039 0.552 -0.54 0.42 -0.83 0.26
H 3.558 -1.765 0.822 -0.44 -0.91 0.83 0.25
H 3.232 -2.092 -1.019 0.56 1.81 1.90 0.23
C -4.209 1.434 0.018 4.34 0.34 -1.93 -0.82
C -4.688 0.098 -0.404 -3.90 1.65 -0.25 0.67
O -5.910 -0.089 -0.575 2.11 -0.02 0.20 -0.52
C -3.850 -1.080 -0.577 2.90 -1.73 2.19 -0.34
S -2.257 -1.412 -0.141 -2.56 1.09 -1.10 -0.11
H -3.304 1.168 0.762 -1.95 1.38 -1.56 0.24
H -4.931 2.220 0.310 0.33 -1.00 0.03 0.30
H -3.670 1.837 -1.087 -1.20 -0.92 3.30 0.23
H -4.546 -1.896 -0.559 -0.04 -0.77 -0.89 0.35
```
Positions in Å, forces in eV/Å.

Summary:
DFT total energy, eV: -32838.4889
Structure (SMILES): CC1(Cl)CC1.CC(=O)C=S
Energy above the lowest of the compared OMol25 structures with the same formula, charge and spin, kJ/mol: 287.2
Orbital gap, eV: 7.6
HOMO level, eV: -9.4